Model one:
ORCA calculation (wB97M-V/def2-TZVPD) on a 2-piece molecular cluster, CH3N2O2S overall.

Last columns: bonded neighbours and bond lengths (Å).
CARTESIAN COORDINATES (ANGSTROEM)
1 C -0.88 -0.29 -0.92  N3 1.281, S6 2.168, H7 1.090
2 N -0.01 -0.79 1.19  N3 1.310, H9 1.074
3 N 0.07 -0.42 -0.07  C1 1.281, N2 1.310
4 O -3.08 1.31 -0.24  S6 1.488
5 O -0.80 2.48 -0.02  S6 1.487
6 S -1.76 1.69 -0.83  C1 2.168, O4 1.488, O5 1.487
7 H -1.87 -0.73 -0.80  C1 1.090
8 H -0.49 -0.18 -2.33  no bonds
9 H 0.89 -0.56 1.74  N2 1.074

Results
Charge: -1
LUMO energy (spin up / spin down): 3.830 / 3.829 eV
HOMO-LUMO gap (spin up / spin down): 0.27091 / 0.27093 hartree


Model two:
ORCA calculation (wB97M-V/def2-TZVPD) on a 2-piece molecular cluster, CH3N2O2S overall.

Last columns: bonded neighbours and bond lengths (Å).
CARTESIAN COORDINATES (ANGSTROEM)
1 C 0.21 -1.54 1.18  N2 1.446, N3 1.457, H7 1.056
2 N 0.16 -1.01 -0.17  C1 1.446, N3 1.465, H8 1.123
3 N 0.85 -2.28 0.09  C1 1.457, N2 1.465, H9 0.997
4 O -1.31 3.59 0.21  S6 1.479
5 O 0.48 3.64 -1.41  S6 1.482
6 S -0.72 2.90 -0.96  O4 1.479, O5 1.482
7 H -0.70 -1.95 1.52  C1 1.056
8 H -0.79 -1.24 -0.72  N2 1.123
9 H 1.82 -2.11 0.26  N3 0.997

Results
Charge: -1
LUMO energy (spin up / spin down): 3.683 / 1.992 eV
HOMO-LUMO gap (spin up / spin down): 0.30115 / 0.11302 hartree


It is model one that is the most stable of them.